(1)
{
  "formula": "C15H18N2O2S",
  "method": "the ωB97M-V functional and the def2-TZVPD basis",
  "species": ["C", "C", "C", "C", "C", "C", "C", "C", "H", "H", "H", "H", "S", "O", "O", "N", "H", "C", "C", "C", "C", "C", "N", "C", "H", "H", "H", "H", "H", "H", "C", "H", "H", "H", "H", "H", "H", "H"],
  "coordinates": [[-0.90, 2.46, -4.19], [-0.42, 1.83, -2.85], [-1.13, 1.86, -1.71], [-0.82, 1.48, -0.57], [0.35, 0.89, -0.61], [1.26, 1.04, -1.63], [0.80, 1.61, -2.85], [1.88, 1.26, -4.10], [1.46, 0.69, -4.90], [2.75, 0.90, -3.72], [2.22, 2.39, -4.41], [2.46, 0.54, -1.57], [1.11, 0.24, 0.87], [2.61, 1.02, 1.25], [0.40, 0.13, 2.01], [1.67, -1.05, 0.40], [2.11, -1.60, 1.11], [0.55, -1.95, -0.03], [-0.40, -2.32, 1.06], [-0.19, -2.64, 2.29], [-1.24, -2.87, 3.08], [-2.40, -2.16, 2.82], [-2.66, -1.80, 1.67], [-1.74, -1.59, 0.80], [-1.85, -1.54, -0.32], [-3.33, -2.44, 3.56], [-1.26, -3.24, 4.11], [0.92, -3.16, 2.53], [0.16, -1.44, -0.95], [0.96, -2.97, -0.26], [-1.59, 1.62, 0.59], [-2.70, 1.23, 0.21], [-1.76, 2.72, 0.90], [-1.46, 1.11, 1.38], [-2.24, 2.41, -1.98], [-0.65, 1.63, -4.93], [-0.23, 3.09, -4.72], [-1.91, 2.99, -4.05]],
  "max_force_ev_per_a": 14.51,
  "total_charge": 0,
  "relative_energy_kj_mol": 1325.67,
  "orbital_gap_ev": 9.061,
  "multiplicity": 1,
  "e_homo_ha": -0.32434,
  "e_lumo_ha": 0.0087
}



(2)
{
  "formula": "C7H10",
  "method": "the ωB97M-V functional and the def2-TZVPD basis",
  "species": ["C", "C", "C", "C", "C", "C", "C", "H", "H", "H", "H", "H", "H", "H", "H", "H", "H"],
  "coordinates": [[-1.23, 1.50, -0.57], [-0.25, 0.37, -0.23], [0.09, -0.66, -1.26], [0.81, -1.57, -0.59], [0.86, -1.00, 0.85], [1.28, 0.44, 0.52], [-0.57, -0.49, 1.03], [-0.92, 2.12, -1.42], [-2.20, 1.05, -0.85], [-1.45, 2.17, 0.27], [-0.15, -0.56, -2.31], [1.30, -2.45, -0.97], [1.33, -1.65, 1.61], [2.26, 0.53, 0.03], [0.89, 1.32, 0.98], [-1.38, -1.21, 0.93], [-0.67, 0.12, 1.94]],
  "max_force_ev_per_a": 2.72,
  "total_charge": 0,
  "relative_energy_kj_mol": 285.72,
  "orbital_gap_ev": 9.384,
  "multiplicity": 1,
  "e_homo_ha": -0.30578,
  "e_lumo_ha": 0.0391
}



(3)
{
  "formula": "C27H26N2O7",
  "method": "the ωB97M-V functional and the def2-TZVPD basis",
  "species": ["C", "C", "C", "N", "C", "O", "C", "C", "C", "O", "C", "C", "C", "C", "C", "C", "O", "C", "C", "O", "C", "O", "C", "O", "N", "C", "C", "C", "O", "C", "C", "C", "C", "C", "C", "C", "H", "H", "H", "H", "H", "H", "H", "H", "H", "H", "H", "H", "H", "H", "H", "H", "H", "H", "H", "H", "H", "H", "H", "H", "H", "H"],
  "coordinates": [[1.48, 3.90, -1.86], [2.64, 3.35, -2.19], [3.17, 2.05, -1.65], [2.35, 1.44, -0.63], [1.67, 0.28, -0.83], [1.62, -0.34, -1.87], [0.98, -0.10, 0.50], [-0.50, -0.34, 0.31], [-1.32, 0.57, -0.27], [-0.79, 1.74, -0.70], [-2.75, 0.38, -0.47], [-3.32, 0.68, -1.71], [-4.66, 0.47, -1.94], [-5.48, -0.01, -0.92], [-4.93, -0.24, 0.36], [-3.57, -0.06, 0.56], [-5.70, -0.62, 1.42], [-7.09, -0.50, 1.19], [-7.44, -1.02, -0.21], [-6.79, -0.24, -1.19], [-0.81, -1.72, 0.66], [-1.87, -2.30, 0.59], [0.50, -2.33, 1.14], [0.67, -3.44, 1.58], [1.46, -1.37, 1.01], [2.81, -1.57, 1.48], [3.56, -2.67, 0.72], [3.90, -2.27, -0.72], [4.76, -3.19, -1.35], [4.13, -4.38, -1.75], [1.35, 1.06, 1.38], [1.02, 1.33, 2.69], [1.53, 2.48, 3.27], [2.34, 3.34, 2.55], [2.67, 3.08, 1.23], [2.17, 1.93, 0.65], [1.17, 4.84, -2.29], [0.81, 3.45, -1.16], [3.30, 3.82, -2.90], [3.23, 1.33, -2.47], [4.18, 2.21, -1.25], [-1.47, 2.27, -1.14], [-2.69, 1.01, -2.53], [-5.10, 0.65, -2.90], [-3.17, -0.26, 1.54], [-7.58, -1.08, 1.97], [-7.39, 0.55, 1.26], [-8.51, -0.95, -0.40], [-7.11, -2.07, -0.29], [3.34, -0.62, 1.41], [2.76, -1.86, 2.54], [2.94, -3.57, 0.74], [4.49, -2.88, 1.25], [4.44, -1.32, -0.72], [2.98, -2.15, -1.31], [3.83, -5.00, -0.90], [3.25, -4.18, -2.37], [4.87, -4.93, -2.35], [0.39, 0.65, 3.25], [1.28, 2.71, 4.30], [2.72, 4.23, 3.02], [3.30, 3.76, 0.67]],
  "max_force_ev_per_a": 0.78,
  "total_charge": 0,
  "relative_energy_kj_mol": 249.56,
  "orbital_gap_ev": 8.307,
  "multiplicity": 1,
  "e_homo_ha": -0.31435,
  "e_lumo_ha": -0.0091
}



(4)
{
  "formula": "C6H4FN3O4V",
  "method": "the ωB97M-V functional and the def2-TZVPD basis",
  "species": ["N", "C", "C", "C", "C", "N", "C", "O", "N", "C", "O", "F", "H", "H", "H", "H", "O", "V", "O"],
  "coordinates": [[2.45, -1.06, 0.52], [2.02, 0.01, 0.46], [1.49, 1.34, 0.28], [0.06, 1.25, -0.28], [-0.13, 2.38, -1.17], [-0.26, 3.32, -1.83], [-0.99, 1.21, 0.81], [-0.69, 1.46, 1.93], [-2.39, 0.92, 0.52], [-2.62, -0.37, 0.02], [-3.65, -0.93, 0.14], [-1.62, -0.97, -0.63], [2.14, 1.82, -0.44], [1.55, 1.91, 1.19], [0.04, 0.38, -0.92], [-2.81, 1.63, -0.07], [1.86, -5.55, 1.32], [1.80, -4.75, -0.17], [1.73, -3.99, -1.68]],
  "max_force_ev_per_a": 2.34,
  "total_charge": 1,
  "relative_energy_kj_mol": 49.34,
  "orbital_gap_ev": 2.077,
  "multiplicity": 1,
  "e_homo_ha": -0.52064,
  "e_lumo_ha": -0.4443
}



(5)
{
  "formula": "C24H32N4O6S",
  "method": "the ωB97M-V functional and the def2-TZVPD basis",
  "species": ["C", "C", "N", "C", "C", "C", "O", "N", "C", "C", "C", "S", "C", "C", "O", "N", "C", "C", "N", "C", "C", "O", "C", "C", "C", "O", "C", "C", "C", "C", "C", "C", "O", "C", "O", "H", "H", "H", "H", "H", "H", "H", "H", "H", "H", "H", "H", "H", "H", "H", "H", "H", "H", "H", "H", "H", "H", "H", "H", "H", "H", "H", "H", "H", "H", "H", "H"],
  "coordinates": [[0.28, -3.56, -4.05], [0.44, -3.47, -2.53], [-0.36, -2.40, -1.97], [0.22, -1.20, -1.77], [-0.41, -0.10, -1.27], [0.43, 1.11, -1.06], [1.63, 1.10, -1.33], [-0.20, 2.17, -0.55], [0.47, 3.41, -0.22], [-0.54, 4.55, -0.21], [0.16, 5.90, -0.08], [-1.00, 7.29, -0.08], [-1.79, 7.04, 1.54], [1.16, 3.24, 1.15], [0.77, 3.80, 2.16], [2.21, 2.41, 1.09], [2.87, 1.94, 2.29], [2.20, 0.70, 2.91], [2.80, -0.55, 2.47], [2.52, -0.86, 1.08], [3.24, -2.15, 0.70], [2.83, -3.23, 1.50], [3.08, -2.94, 2.86], [2.37, -1.67, 3.30], [-1.81, -0.17, -0.92], [-2.46, 0.77, -0.44], [-2.44, -1.47, -1.19], [-3.81, -1.59, -0.90], [-4.42, -2.78, -1.15], [-3.69, -3.86, -1.68], [-2.36, -3.78, -1.96], [-1.71, -2.55, -1.71], [-4.52, -4.93, -1.83], [-5.79, -4.50, -1.39], [-5.72, -3.16, -0.97], [0.59, -2.63, -4.51], [0.90, -4.36, -4.44], [-0.75, -3.75, -4.32], [0.17, -4.41, -2.05], [1.49, -3.26, -2.29], [1.27, -1.12, -2.01], [-1.19, 2.05, -0.31], [1.24, 3.58, -0.98], [-1.14, 4.53, -1.12], [-1.20, 4.41, 0.65], [0.82, 6.07, -0.94], [0.75, 5.95, 0.84], [-1.02, 6.76, 2.26], [-2.24, 7.98, 1.82], [-2.55, 6.26, 1.47], [2.38, 1.94, 0.21], [2.82, 2.76, 3.01], [3.91, 1.72, 2.06], [1.12, 0.74, 2.70], [2.33, 0.75, 3.99], [2.88, -0.06, 0.44], [1.43, -0.99, 0.91], [3.01, -2.43, -0.33], [4.32, -2.00, 0.80], [2.73, -3.80, 3.43], [4.17, -2.82, 3.01], [2.62, -1.45, 4.34], [1.28, -1.82, 3.22], [-4.33, -0.73, -0.50], [-1.85, -4.63, -2.37], [-6.52, -4.59, -2.22], [-6.12, -5.14, -0.56]],
  "max_force_ev_per_a": 1.32,
  "total_charge": 0,
  "relative_energy_kj_mol": 44.89,
  "orbital_gap_ev": 8.317,
  "multiplicity": 1,
  "e_homo_ha": -0.30028,
  "e_lumo_ha": 0.0054
}